Record 1
Here is C40H36FN7OPPdS as an isolated structure from the OMol25 dataset. Energies are from ωB97M-V/def2-TZVPD.

Each line ends with the Mulliken charge.
Geometry (Å):
Pd1 -0.72 -0.01 -0.41  0.385
O1 -2.04 -0.54 -3.17  -0.619
N1 -2.46 -0.57 -1.83  0.429
C1 -3.64 -0.10 -1.75  -1.074
C2 -4.43 0.06 -0.51  0.845
C3 -5.77 0.35 -0.75  -0.840
C4 -6.66 0.54 0.30  -0.930
C5 -6.20 0.44 1.60  -0.836
C6 -4.87 0.15 1.84  -0.768
C7 -3.96 -0.05 0.81  1.041
P1 -2.24 -0.55 1.24  1.976
C8 -2.45 -2.34 1.51  0.248
C9 -1.92 -3.23 0.58  -0.205
C10 -2.10 -4.59 0.74  -0.752
C11 -2.81 -5.08 1.83  -0.665
C12 -3.34 -4.19 2.76  -0.836
C13 -3.17 -2.83 2.60  -0.088
C14 -1.96 0.16 2.89  0.179
C15 -1.27 -0.56 3.86  -0.171
C16 -0.95 0.03 5.08  -0.911
C17 -1.32 1.34 5.33  -0.675
C18 -2.00 2.07 4.36  -1.048
C19 -2.32 1.48 3.15  -0.487
H1 -1.43 -1.28 -3.24  0.359
H2 -4.13 0.17 -2.68  0.334
H3 -6.11 0.42 -1.77  0.445
H4 -7.70 0.75 0.09  0.430
H5 -6.88 0.59 2.43  0.462
H6 -4.53 0.07 2.87  0.367
H7 -1.35 -2.84 -0.25  0.314
H8 -1.69 -5.28 0.01  0.479
H9 -2.94 -6.14 1.96  0.416
H10 -3.90 -4.57 3.61  0.456
H11 -3.60 -2.15 3.33  0.325
H12 -0.97 -1.58 3.68  0.256
H13 -0.42 -0.54 5.83  0.474
H14 -1.08 1.80 6.28  0.416
H15 -2.29 3.09 4.56  0.476
H16 -2.86 2.05 2.41  0.792
S1 -2.13 4.95 0.49  -0.149
C20 -2.74 4.41 -1.00  -0.354
C21 -2.26 3.17 -1.27  -0.950
N2 -1.43 2.64 -0.31  0.575
C22 -1.28 3.49 0.66  -0.501
H17 -3.40 5.01 -1.60  0.466
H18 -2.47 2.59 -2.16  0.426
H19 -0.65 3.29 1.53  0.395
F1 3.67 -4.51 0.31  -0.358
C23 3.00 -3.35 0.49  0.371
C24 3.49 -2.20 -0.08  -0.869
C25 2.79 -1.01 0.09  -0.147
C26 1.59 -0.97 0.81  0.724
C27 0.76 0.28 0.93  -2.924
C28 1.17 -2.16 1.41  0.023
C29 1.84 -3.35 1.25  -1.051
H20 4.42 -2.22 -0.63  0.480
H21 3.19 -0.10 -0.33  0.542
H22 1.28 1.19 0.63  0.602
H23 0.28 0.36 1.90  1.378
H24 0.28 -2.14 2.03  0.550
H25 1.49 -4.27 1.70  0.509
C30 1.45 2.58 -1.97  -0.833
C31 1.48 1.18 -2.44  0.536
N3 0.74 0.18 -2.00  1.085
C32 1.13 -0.95 -2.69  -1.130
C33 2.10 -0.62 -3.58  -0.899
N4 2.31 0.73 -3.43  0.244
C34 3.28 1.53 -4.15  -1.367
N5 4.39 1.97 -3.34  0.825
N6 4.45 3.27 -2.98  -0.569
N7 5.40 3.44 -2.15  -0.585
C35 6.01 2.21 -1.93  0.413
C36 7.08 1.87 -1.10  -0.718
C37 7.47 0.56 -1.09  -0.613
C38 6.80 -0.41 -1.88  -0.501
C39 5.73 -0.09 -2.68  -0.721
C40 5.35 1.26 -2.69  1.122
H26 0.58 2.72 -1.34  -0.505
H27 1.41 3.28 -2.80  0.587
H28 2.34 2.82 -1.40  0.222
H29 0.72 -1.92 -2.47  0.720
H30 2.64 -1.21 -4.30  0.524
H31 2.82 2.43 -4.54  0.335
H32 3.64 0.93 -4.99  0.430
H33 7.59 2.63 -0.51  0.453
H34 8.30 0.25 -0.47  0.406
H35 7.15 -1.44 -1.84  0.438
H36 5.24 -0.84 -3.29  0.360

As for the total charge: +1. The multiplicity is 1. For the total energy, the calculation gives -2971.47658 a.u. Its relative energy (zero: lowest compared OMol25 entry of this formula, charge and spin) is 0.00 kcal per mole. For the orbital gap, the calculation gives 7.159 eV.

---

Record 2
Here is C40H36I2O2P2PdS2 as an isolated structure from the OMol25 dataset. Energies are from ωB97M-V/def2-TZVPD.

Each line ends with the Mulliken charge.
Geometry (Å):
Pd1 0.93 -0.45 0.00  0.361
O1 -2.50 3.46 -0.72  -0.855
S1 -1.91 2.20 -0.21  1.204
C1 -1.20 2.59 1.41  0.815
C2 -2.00 3.07 2.43  -0.715
C3 -1.42 3.64 3.55  -0.870
C4 -0.04 3.74 3.63  -0.886
C5 0.76 3.22 2.63  -0.698
C6 0.20 2.61 1.50  -0.142
P1 1.26 1.81 0.20  1.030
C7 1.18 3.02 -1.15  0.848
C8 1.24 2.59 -2.48  -0.339
C9 1.25 3.52 -3.51  -0.691
C10 1.19 4.88 -3.23  -0.538
C11 1.10 5.31 -1.91  -0.844
C12 1.10 4.39 -0.88  -0.190
C13 2.92 2.03 0.95  0.672
C14 3.27 1.17 2.00  -0.359
C15 4.50 1.28 2.62  -0.840
C16 5.42 2.23 2.19  -0.554
C17 5.09 3.07 1.13  -0.734
C18 3.84 2.97 0.52  -0.732
C19 -3.26 1.18 0.39  -0.048
C20 -4.46 1.81 0.63  -0.621
C21 -5.53 1.08 1.14  -0.855
C22 -5.36 -0.27 1.40  -0.817
C23 -4.16 -0.91 1.11  -0.858
C24 -3.08 -0.20 0.58  0.017
P2 -1.52 -1.04 0.03  1.407
C25 -1.98 -2.80 0.26  0.308
C26 -1.89 -3.33 1.55  -0.109
C27 -2.24 -4.65 1.80  -0.849
C28 -2.65 -5.46 0.75  -0.544
C29 -2.73 -4.95 -0.53  -0.777
C30 -2.41 -3.62 -0.78  -0.383
C31 -1.70 -0.85 -1.81  0.584
C32 -0.61 -1.16 -2.62  -0.126
C33 -0.65 -0.97 -3.99  -0.758
C34 -1.80 -0.46 -4.59  -0.738
C35 -2.91 -0.19 -3.80  -0.736
C36 -2.86 -0.38 -2.42  -0.105
H1 -3.08 3.02 2.35  0.440
H2 -2.04 4.02 4.35  0.408
H3 0.42 4.22 4.49  0.423
H4 1.84 3.28 2.72  0.525
H5 1.26 1.54 -2.70  0.127
H6 1.31 3.18 -4.54  0.430
H7 1.20 5.60 -4.03  0.382
H8 1.03 6.37 -1.69  0.426
H9 1.02 4.74 0.15  0.472
H10 2.56 0.41 2.32  0.494
H11 4.75 0.62 3.44  0.443
H12 6.39 2.31 2.66  0.387
H13 5.81 3.79 0.77  0.397
H14 3.60 3.62 -0.31  0.388
H15 -4.56 2.86 0.39  0.651
H16 -6.48 1.56 1.34  0.412
H17 -6.18 -0.85 1.81  0.439
H18 -4.07 -1.97 1.27  0.437
H19 -1.53 -2.70 2.36  0.382
H20 -2.17 -5.04 2.80  0.446
H21 -2.90 -6.50 0.94  0.382
H22 -3.06 -5.58 -1.35  0.412
H23 -2.48 -3.23 -1.79  0.456
H24 0.29 -1.59 -2.19  0.112
H25 0.22 -1.19 -4.59  0.498
H26 -1.83 -0.29 -5.65  0.389
H27 -3.82 0.18 -4.26  0.440
H28 -3.74 -0.16 -1.83  0.425
I1 3.13 -0.42 -1.42  -0.286
I2 5.41 -0.73 -3.31  -0.484
O2 0.94 -2.62 2.07  -0.702
S2 1.56 -2.58 0.71  1.118
C37 1.10 -4.12 -0.17  -0.532
C38 2.39 -4.88 -0.44  -0.809
C39 3.29 -4.61 0.77  -0.704
C40 3.29 -3.09 0.92  -0.776
H29 0.53 -3.88 -1.06  0.232
H30 0.45 -4.62 0.55  0.285
H31 2.87 -4.48 -1.34  0.335
H32 2.20 -5.94 -0.60  0.373
H33 4.30 -4.99 0.61  0.397
H34 2.88 -5.08 1.66  0.296
H35 3.89 -2.61 0.15  0.317
H36 3.57 -2.72 1.90  0.381

The multiplicity is 1. For the total energy, the calculation gives -3898.72177 a.u. Its relative energy (zero: lowest compared OMol25 entry of this formula, charge and spin) is 4.08 kcal per mole. For the orbital gap (spin up / spin down), the calculation gives 6.183 / 5.996 eV.

---

Record 3
Here is C40H36KNO5S5Sb as an isolated structure from the OMol25 dataset. Energies are from ωB97M-V/def2-TZVPD.

Each line ends with the Löwdin spin population.
Geometry (Å):
K1 -0.41 0.17 -0.83  0.001
C1 5.89 1.01 4.15  0.000
C2 4.75 0.18 3.60  -0.001
C3 4.50 -1.10 4.09  0.000
C4 3.47 -1.87 3.57  0.002
C5 2.69 -1.35 2.55  0.010
C6 2.90 -0.07 2.08  0.001
C7 3.94 0.69 2.60  0.000
S1 1.32 -2.30 1.87  0.024
O1 0.50 -2.80 3.02  0.003
C8 2.24 -3.70 1.25  0.127
C9 1.96 -4.93 1.80  0.041
C10 2.66 -6.06 1.38  0.170
C11 3.68 -5.97 0.38  0.018
C12 4.37 -7.10 -0.09  0.080
C13 5.31 -7.01 -1.11  0.064
C14 5.59 -5.77 -1.68  0.053
C15 4.93 -4.63 -1.23  0.086
C16 3.98 -4.68 -0.19  0.015
C17 3.24 -3.53 0.25  0.163
C18 3.40 -2.22 -0.41  0.028
C19 4.59 -1.43 -0.27  0.011
C20 5.66 -1.87 0.56  0.004
C21 6.76 -1.09 0.75  0.002
C22 6.85 0.18 0.13  0.000
C23 5.84 0.63 -0.66  0.002
C24 4.68 -0.16 -0.88  0.002
C25 3.60 0.32 -1.67  0.020
C26 2.46 -0.42 -1.79  0.001
C27 2.37 -1.68 -1.15  0.024
S2 0.85 -2.64 -1.34  0.006
O2 -0.07 -1.78 -2.16  0.000
C28 1.55 -3.89 -2.41  0.003
C29 1.53 -5.20 -1.96  0.002
C30 2.13 -6.19 -2.73  0.002
C31 2.72 -5.88 -3.95  0.002
C32 3.42 -6.94 -4.75  0.002
C33 2.69 -4.56 -4.39  0.002
C34 2.12 -3.56 -3.63  0.001
H1 6.26 0.61 5.09  0.000
H2 5.58 2.04 4.31  0.000
H3 6.72 1.02 3.44  0.000
H4 5.13 -1.51 4.87  0.000
H5 3.28 -2.88 3.93  0.001
H6 2.27 0.34 1.29  0.000
H7 4.10 1.70 2.21  0.000
H8 1.20 -4.99 2.58  -0.002
H9 2.44 -7.04 1.81  0.012
H10 4.13 -8.06 0.35  0.002
H11 5.82 -7.90 -1.46  0.004
H12 6.31 -5.70 -2.49  0.002
H13 5.15 -3.68 -1.70  0.003
H14 5.57 -2.83 1.05  0.002
H15 7.55 -1.43 1.40  0.000
H16 7.72 0.80 0.30  0.000
H17 5.88 1.61 -1.12  0.000
H18 3.67 1.29 -2.15  0.001
H19 1.64 -0.07 -2.40  0.000
H20 1.10 -5.43 -0.99  0.001
H21 2.16 -7.21 -2.36  0.000
H22 3.11 -7.94 -4.44  0.000
H23 4.50 -6.87 -4.62  0.001
H24 3.21 -6.84 -5.82  0.000
H25 3.14 -4.31 -5.35  0.000
H26 2.11 -2.53 -3.96  0.000
S3 1.50 5.41 0.96  0.000
Sb1 0.22 3.89 -0.67  0.000
S4 2.22 3.45 0.77  0.000
S5 -1.50 3.19 0.69  0.000
C35 -2.76 0.50 -3.83  0.000
C36 -2.59 1.53 -2.71  0.000
C37 -3.71 2.55 -2.70  0.000
O3 -2.55 0.84 -1.44  0.000
C38 -1.22 2.25 -2.90  0.000
O4 -1.25 3.36 -3.45  0.000
O5 -0.19 1.64 -2.47  0.000
H27 -3.73 0.01 -3.74  0.000
H28 -1.97 -0.26 -3.76  0.000
H29 -2.69 0.99 -4.80  0.000
H30 -4.68 2.04 -2.63  0.000
H31 -3.68 3.14 -3.61  0.000
H32 -3.58 3.22 -1.85  0.000
H33 -3.44 0.51 -1.27  0.000
C39 -2.02 0.45 2.84  0.000
C40 -1.90 -0.54 1.78  0.000
N1 -1.79 -1.32 0.94  0.000
H34 -1.61 1.40 2.50  0.000
H35 -1.49 0.10 3.73  0.000
H36 -3.08 0.60 3.09  0.000

As for the expectation value of S²: 0.770. As for the total charge: -2. The multiplicity is 2. For the total energy, the calculation gives -4808.08581 a.u. Its relative energy (zero: lowest compared OMol25 entry of this formula, charge and spin) is 17.37 kcal per mole. For the orbital gap (spin up / spin down), the calculation gives 3.902 / 5.780 eV.

---

Record 4
Here is C40H36LuN4O5PS3 as an isolated structure from the OMol25 dataset. Energies are from ωB97M-V/def2-TZVPD.

Each line ends with the Mulliken charge.
Geometry (Å):
Lu1 17.16 -14.21 -2.34  1.782
N1 17.76 -16.18 -3.50  0.257
C1 17.58 -17.06 -2.43  -0.023
C2 16.64 -18.09 -2.40  -0.027
C3 16.35 -18.84 -1.30  -0.412
C4 16.91 -18.46 -0.11  -1.146
C5 17.86 -17.44 -0.08  -0.563
C6 18.32 -16.83 -1.26  0.741
C7 19.52 -15.97 -1.29  0.799
C8 20.63 -16.44 -0.62  -0.347
C9 21.70 -15.61 -0.38  -0.748
C10 21.72 -14.35 -0.97  -0.378
C11 20.58 -13.87 -1.55  -0.433
C12 19.44 -14.67 -1.76  -0.347
H1 17.27 -16.48 -4.38  -1.021
H2 18.74 -15.98 -3.73  0.488
H3 16.09 -18.23 -3.39  -0.072
H4 15.73 -19.76 -1.38  0.354
H5 16.59 -19.03 0.70  0.572
H6 18.37 -17.15 0.87  0.435
H7 20.72 -17.51 -0.30  0.309
H8 22.58 -15.86 0.27  0.260
H9 22.62 -13.69 -0.95  0.301
H10 20.75 -12.87 -1.99  0.313
N2 16.85 -13.84 -4.73  0.756
C13 16.61 -12.46 -5.11  -0.044
C14 16.33 -11.59 -3.87  0.095
O1 15.76 -10.52 -4.04  -0.758
O2 16.77 -12.08 -2.74  -0.698
H11 17.51 -14.23 -5.41  -0.456
H12 16.01 -14.43 -4.86  -0.578
H13 15.78 -12.44 -5.87  -0.036
H14 17.51 -12.10 -5.56  0.521
C15 15.13 -15.10 -1.34  -1.642
C16 14.28 -14.52 -2.37  1.259
C17 14.27 -15.15 -3.63  -1.046
C18 13.42 -14.60 -4.55  0.317
C19 12.69 -13.44 -4.38  0.405
C20 12.73 -12.77 -3.15  -0.709
C21 13.45 -13.36 -2.12  -0.688
C22 12.03 -12.83 -5.57  -0.010
N3 11.35 -12.43 -6.36  -0.702
H15 15.29 -16.14 -1.49  0.365
H16 14.88 -14.72 -0.28  0.366
H17 14.82 -16.08 -3.85  0.541
H18 13.38 -15.12 -5.50  0.418
H19 12.16 -11.88 -2.96  0.437
H20 13.60 -12.90 -1.13  0.252
N4 17.32 -13.01 -0.19  -0.374
C23 17.19 -13.66 1.08  0.866
C24 15.99 -13.59 1.76  -0.861
C25 15.92 -14.31 2.95  -0.556
C26 16.96 -15.06 3.47  -0.208
C27 18.14 -15.12 2.80  -0.853
C28 18.27 -14.41 1.57  -0.319
S1 16.79 -16.00 4.93  1.312
O3 15.71 -15.34 5.68  -0.757
O4 16.28 -17.34 4.53  -0.698
O5 18.10 -15.96 5.57  -0.709
H21 18.23 -12.55 -0.25  0.340
H22 16.55 -12.29 -0.21  0.322
H23 15.16 -12.94 1.52  0.386
H24 15.02 -14.36 3.53  0.475
H25 18.92 -15.72 3.19  0.571
H26 19.24 -14.42 1.06  0.115
S2 16.45 -17.86 -6.10  -0.529
P1 17.08 -16.57 -7.42  1.320
S3 18.58 -15.34 -6.91  -0.519
C29 15.60 -15.56 -7.96  -0.091
C30 15.73 -14.21 -8.16  -0.024
C31 14.67 -13.34 -8.35  -0.611
C32 13.37 -13.89 -8.44  -0.385
C33 13.24 -15.28 -8.31  -0.585
C34 14.31 -16.15 -8.16  -0.301
C35 17.66 -17.38 -8.99  0.578
C36 17.12 -17.23 -10.27  -0.482
C37 17.87 -17.78 -11.31  -0.338
C38 19.04 -18.52 -11.11  -0.631
C39 19.49 -18.71 -9.82  -0.491
C40 18.78 -18.16 -8.66  -0.759
H27 16.79 -13.82 -8.09  0.254
H28 14.81 -12.29 -8.51  0.421
H29 12.52 -13.22 -8.60  0.471
H30 12.19 -15.70 -8.24  0.164
H31 14.21 -17.22 -7.88  0.347
H32 16.24 -16.68 -10.38  0.538
H33 17.48 -17.78 -12.43  0.146
H34 19.53 -18.83 -11.95  0.504
H35 20.45 -19.36 -9.70  0.165
H36 19.13 -18.27 -7.64  0.329

As for the total charge: -2. The multiplicity is 1. For the total energy, the calculation gives -4912.78576 a.u. Its relative energy (zero: lowest compared OMol25 entry of this formula, charge and spin) is 60.45 kcal per mole. For the orbital gap, the calculation gives 6.861 eV.

---

Record 5
Here is C40H36N6O6S4Sn as an isolated structure from the OMol25 dataset. Energies are from ωB97M-V/def2-TZVPD.

Each line ends with the Mulliken charge.
Geometry (Å):
Sn1 -0.72 0.66 1.11  0.612
C1 -4.93 -0.86 1.38  -1.973
C2 -4.46 -0.61 -0.02  1.199
C3 -5.00 -1.35 -1.07  -0.643
C4 -4.59 -1.15 -2.38  -1.006
C5 -3.62 -0.20 -2.65  -0.938
C6 -3.05 0.55 -1.63  1.734
C7 -1.97 1.55 -1.94  -1.077
C8 -3.48 0.35 -0.32  -1.043
N1 -2.81 1.03 0.73  1.151
C9 -3.48 1.88 1.53  -0.140
O1 -4.62 2.29 1.41  -0.722
C10 -2.66 2.35 2.72  0.249
C11 -3.14 3.17 3.72  -0.750
C12 -2.29 3.46 4.78  -0.692
C13 -1.00 2.95 4.82  -0.465
C14 -0.60 2.15 3.76  0.463
N2 -1.43 1.89 2.77  0.685
C15 0.79 1.55 3.62  -0.328
O2 1.61 1.78 4.50  -0.710
N3 0.96 0.81 2.50  0.705
C16 2.28 0.47 2.09  -0.362
C17 2.60 -0.88 1.96  1.262
C18 1.60 -1.95 2.34  -1.370
C19 3.84 -1.24 1.44  -0.888
C20 4.75 -0.28 1.07  -1.167
C21 4.43 1.06 1.20  -0.391
C22 3.19 1.46 1.70  0.637
C23 2.85 2.93 1.75  -1.256
H1 -5.33 -1.87 1.48  0.428
H2 -5.71 -0.14 1.65  0.520
H3 -4.13 -0.73 2.11  0.220
H4 -5.76 -2.09 -0.85  0.492
H5 -5.03 -1.73 -3.18  0.444
H6 -3.30 -0.04 -3.67  0.421
H7 -1.98 1.83 -2.99  0.601
H8 -0.98 1.14 -1.72  0.101
H9 -2.08 2.46 -1.33  -0.395
H10 -4.15 3.54 3.66  0.619
H11 -2.63 4.10 5.59  0.449
H12 -0.30 3.15 5.62  0.622
H13 1.03 -1.64 3.22  0.276
H14 2.11 -2.88 2.57  0.548
H15 0.90 -2.14 1.53  0.014
H16 4.08 -2.29 1.34  0.470
H17 5.72 -0.57 0.67  0.448
H18 5.14 1.83 0.90  0.466
H19 3.53 3.49 1.11  0.393
H20 2.93 3.31 2.77  0.365
H21 1.83 3.11 1.40  -0.104
O3 -1.43 -0.86 2.59  -0.279
C24 -2.00 -1.93 2.37  -0.938
C25 -2.20 -2.57 1.11  1.888
C26 -3.04 -3.70 1.10  -0.225
C27 -3.29 -4.34 -0.08  -0.811
C28 -2.71 -3.90 -1.28  -0.440
C29 -1.88 -2.82 -1.28  -1.051
C30 -1.61 -2.10 -0.09  0.003
O4 -0.85 -1.06 -0.16  -0.086
N4 -4.19 -5.49 -0.08  1.013
O5 -4.74 -5.79 0.96  -0.619
O6 -4.46 -5.99 -1.16  -0.626
H22 -2.42 -2.46 3.24  0.250
H23 -3.49 -4.05 2.02  0.580
H24 -2.94 -4.44 -2.19  0.557
H25 -1.43 -2.46 -2.20  0.499
S1 5.98 1.61 -5.03  -0.338
C31 4.89 1.10 -3.92  0.232
S2 3.88 2.26 -3.09  -0.130
C32 3.13 0.97 -2.19  -0.383
N5 3.61 -0.21 -2.50  -0.504
N6 4.56 -0.16 -3.44  0.592
C33 5.11 -1.46 -3.77  0.610
C34 6.02 -1.67 -4.80  -0.435
C35 6.50 -2.95 -5.05  -0.719
C36 6.08 -4.02 -4.29  -0.452
C37 5.17 -3.81 -3.26  -0.647
C38 4.69 -2.54 -3.00  -0.206
S3 1.97 1.19 -1.00  0.171
H26 6.36 -0.85 -5.41  0.229
H27 7.20 -3.09 -5.86  0.369
H28 6.46 -5.02 -4.49  0.383
H29 4.83 -4.64 -2.65  0.372
H30 3.98 -2.39 -2.20  0.548
C39 -2.22 4.81 0.12  -0.953
S4 -0.66 4.01 0.53  0.423
C40 0.31 4.50 -0.90  -0.886
H31 -2.11 5.89 0.13  0.469
H32 -2.97 4.52 0.87  0.260
H33 -2.58 4.49 -0.86  0.269
H34 -0.18 4.16 -1.82  0.235
H35 1.27 4.01 -0.81  0.122
H36 0.44 5.58 -0.93  0.484

The multiplicity is 1. For the total energy, the calculation gives -4132.84977 a.u. Its relative energy (zero: lowest compared OMol25 entry of this formula, charge and spin) is 5.63 kcal per mole. For the orbital gap (spin up / spin down), the calculation gives 7.160 / 4.543 eV.